# 1
C36H31BBrNO4S4Tc | ωB97M-V with the def2-TZVPD basis set

Calculated values
HOMO-LUMO gap (alpha / beta), eV: 7.4 / 7.2
HOMO (alpha / beta), Ha: -0.258 / -0.265
Energy above the lowest of the compared OMol25 structures with the same formula, charge and spin, kcal per mole: 8.8
2S+1: 4

Last column: Löwdin charge in e.
CARTESIAN COORDINATES (ANGSTROEM)
Tc (-22.3216, -2.8649, 0.2971)  0.73
S (-21.8147, -2.9599, -2.8257)  1.09
C (-22.5839, -1.3608, -3.0602)  -0.52
C (-22.0191, -0.5768, -4.0745)  -0.07
C (-22.6269, 0.6398, -4.4234)  -0.05
C (-23.7190, 1.0361, -3.6893)  -0.09
C (-24.2349, 0.3092, -2.6381)  -0.07
C (-23.6692, -0.9328, -2.2963)  -0.49
S (-24.2412, -1.9617, -0.9754)  0.94
C (-24.8543, -0.7375, 0.2433)  -0.35
C (-25.0852, -1.4779, 1.5266)  -0.36
C (-26.2250, -1.2367, 2.3002)  0.00
C (-26.2650, -1.9486, 3.4937)  -0.06
C (-25.2407, -2.7860, 3.9430)  0.01
C (-24.1252, -2.9099, 3.0771)  -0.28
C (-22.8855, -3.6335, 3.4648)  -0.36
S (-21.4345, -3.3038, 2.4514)  0.93
C (-20.8975, -1.7494, 3.1567)  -0.52
C (-20.5110, -1.6677, 4.4864)  -0.10
C (-20.1922, -0.4122, 4.9974)  -0.10
C (-20.2036, 0.7265, 4.2162)  -0.09
C (-20.5748, 0.6077, 2.9000)  -0.11
C (-20.9251, -0.6261, 2.3526)  -0.63
S (-21.3935, -0.7848, 0.6684)  0.66
N (-24.1209, -2.2926, 1.8766)  0.04
H (-21.1589, -0.9745, -4.5691)  0.11
H (-22.3926, 1.1410, -5.3547)  0.11
H (-24.2557, 1.9006, -4.0276)  0.10
H (-25.1775, 0.6514, -2.2720)  0.10
H (-25.8185, -0.2816, -0.1037)  0.11
H (-23.9980, -0.0986, 0.3903)  0.04
H (-26.9713, -0.4779, 2.0309)  0.12
H (-27.1232, -1.8773, 4.1580)  0.11
H (-25.2531, -3.2436, 4.9506)  0.13
H (-23.0181, -4.6972, 3.3134)  0.07
H (-22.5280, -3.4232, 4.4908)  0.09
H (-20.4444, -2.6003, 5.0731)  0.12
H (-19.8271, -0.4789, 5.9966)  0.09
H (-19.8787, 1.6839, 4.6259)  0.11
H (-20.4857, 1.4694, 2.2483)  0.10
C (-14.9980, 0.9875, -1.3692)  -0.05
C (-15.6139, 0.5789, -0.0208)  -0.54
C (-14.4639, 0.2582, 0.9449)  -0.06
C (-16.2647, 1.8551, 0.5911)  -0.05
C (-16.6673, -0.4890, -0.2559)  -0.17
C (-16.4400, -1.7869, 0.0814)  -0.03
C (-17.3389, -2.8275, -0.2198)  0.03
C (-18.4740, -2.5047, -0.8899)  -0.24
O (-19.4950, -3.3027, -1.2982)  0.11
B (-20.3594, -2.4013, -2.0169)  -0.99
O (-19.8869, -1.1262, -2.0345)  0.12
C (-18.6949, -1.2057, -1.3227)  -0.20
C (-17.7785, -0.2291, -1.0898)  0.07
H (-14.2180, 1.6813, -1.2070)  0.06
H (-15.7361, 1.3490, -2.0612)  0.07
H (-14.4968, 0.1142, -1.8490)  0.10
H (-13.9062, 1.1313, 1.1412)  0.07
H (-13.8160, -0.4748, 0.4975)  0.08
H (-14.8534, -0.2415, 1.8269)  0.09
H (-15.4801, 2.6843, 0.6280)  0.10
H (-16.5401, 1.5874, 1.6243)  0.09
H (-17.1281, 2.2466, 0.0821)  0.06
H (-15.4684, -2.0652, 0.4932)  0.11
H (-17.0922, -3.9024, 0.0304)  0.15
H (-18.0010, 0.7372, -1.4815)  0.12
Br (-23.9650, -11.3690, -1.6655)  0.75
C (-23.9796, -9.6555, -0.9234)  -0.71
C (-23.4897, -8.6242, -1.7583)  -0.11
C (-23.2913, -7.3234, -1.2653)  -0.01
C (-23.6744, -7.0485, 0.0226)  -0.15
C (-24.1568, -8.0578, 0.7878)  -0.06
C (-24.2449, -9.3545, 0.4013)  -0.12
C (-23.6196, -5.5914, 0.5139)  -0.58
O (-24.2409, -5.2944, 1.5450)  0.01
O (-22.8778, -4.8636, -0.2228)  -0.22
H (-23.1875, -8.9108, -2.7556)  0.08
H (-22.8163, -6.5376, -1.8358)  0.11
H (-24.3720, -7.7981, 1.8842)  0.15
H (-24.5440, -10.0780, 1.1211)  0.10


# 2
C36H31Cl3N4O3PPdS2 | ωB97M-V with the def2-TZVPD basis set

Calculated values
HOMO-LUMO gap (alpha / beta), eV: 7.1 / 6.2
HOMO (alpha / beta), Ha: -0.376 / -0.400
Charge: +1
Energy above the lowest of the compared OMol25 structures with the same formula, charge and spin, kcal per mole: 79.4
2S+1: 3

Last column: Löwdin charge in e.
CARTESIAN COORDINATES (ANGSTROEM)
Pd (0.6296, 0.0215, 0.3381)  0.63
O (-1.1402, 2.6030, -1.8721)  0.02
C (-0.0755, 2.1237, -1.4976)  -0.74
O (0.2472, 0.8686, -1.5733)  -0.20
C (0.9662, 3.0202, -0.8318)  -0.23
P (1.3920, 2.2699, 0.7829)  1.01
C (2.6428, 3.3538, 1.5257)  -0.39
C (2.4140, 4.7233, 1.6945)  -0.09
C (3.4053, 5.5315, 2.2264)  -0.07
C (4.6300, 4.9809, 2.5940)  -0.07
C (4.8644, 3.6257, 2.4255)  -0.07
C (3.8712, 2.8124, 1.8901)  -0.10
C (-0.0994, 2.5871, 1.8216)  -0.30
C (-1.4723, 2.3256, 1.2560)  -0.14
C (-2.6867, 2.4221, 2.2135)  -0.12
C (-2.3758, 2.7313, 3.6403)  -0.04
C (-1.1308, 2.9636, 4.0396)  -0.05
C (0.0120, 2.9126, 3.1124)  -0.08
H (0.5966, 4.0393, -0.7456)  0.10
H (1.8774, 3.0135, -1.4322)  0.11
H (1.4603, 5.1560, 1.4140)  0.11
H (3.2283, 6.5925, 2.3516)  0.11
H (5.4038, 5.6157, 3.0078)  0.11
H (5.8192, 3.1998, 2.7049)  0.11
H (4.0552, 1.7532, 1.7469)  0.10
H (-1.6158, 2.8586, 0.3198)  0.14
H (-3.4903, 3.0575, 1.8444)  0.15
H (-3.2065, 2.7630, 4.3354)  0.10
H (-0.9358, 3.2039, 5.0778)  0.11
H (0.9887, 3.1537, 3.5158)  0.11
Cl (-5.4191, 5.1790, 6.2400)  0.71
C (-5.7074, 3.9533, 5.0562)  -0.67
C (-6.0157, 4.3062, 3.7531)  -0.08
C (-6.2415, 3.3089, 2.8180)  0.00
C (-6.1316, 1.9557, 3.1373)  -0.17
C (-6.4793, 0.8730, 2.1190)  -0.28
C (-5.3496, -0.1017, 1.7666)  -0.06
N (-4.1149, 0.4433, 1.1849)  0.00
C (-3.6938, 0.1425, -0.0523)  0.02
C (-2.3586, 0.4553, -0.2060)  0.00
N (-1.8472, 0.8418, 0.9996)  0.04
C (-2.9748, 0.9006, 1.9609)  -0.13
O (-7.1728, 1.3808, 1.0034)  -0.10
C (-6.4336, 1.9087, -0.0993)  -0.17
C (-7.1845, 3.0375, -0.7308)  -0.33
C (-8.4667, 2.9787, -1.1848)  -0.97
Cl (-9.5057, 1.6149, -1.1936)  0.69
S (-8.9972, 4.4634, -1.8418)  1.03
C (-7.4934, 5.2032, -1.5204)  -0.40
C (-6.6262, 4.3372, -0.9329)  -0.15
C (-5.8353, 1.6473, 4.4639)  -0.58
Cl (-5.7439, -0.0118, 4.9956)  0.75
C (-5.6344, 2.6235, 5.4270)  -0.14
H (-6.1126, 5.3495, 3.4821)  0.12
H (-6.5649, 3.5963, 1.8279)  0.11
H (-7.2052, 0.2176, 2.6058)  0.16
H (-5.7482, -0.8322, 1.0638)  0.15
H (-5.0720, -0.6346, 2.6758)  0.08
H (-4.3669, -0.2580, -0.7957)  0.15
H (-1.7654, 0.4496, -1.1111)  0.11
H (-2.8677, 0.2728, 2.8487)  0.18
H (-6.2612, 1.1114, -0.8296)  0.13
H (-5.4606, 2.2867, 0.2235)  0.11
H (-7.3319, 6.2375, -1.7827)  0.07
H (-5.6119, 4.6036, -0.6578)  0.11
H (-5.4235, 2.3463, 6.4508)  0.11
N (0.5325, -3.4382, 6.5805)  0.09
C (0.5855, -3.9926, 5.3596)  -0.82
S (0.5338, -5.6132, 5.1264)  0.73
C (0.6866, -3.0130, 4.2121)  -0.20
C (0.5574, -3.4670, 2.9083)  -0.03
C (0.6434, -2.5703, 1.8656)  -0.10
N (0.8412, -1.2544, 2.0435)  -0.07
C (0.9866, -0.8153, 3.2936)  -0.11
C (0.9199, -1.6540, 4.3915)  0.00
H (0.4699, -4.0547, 7.3738)  0.11
H (0.5177, -2.4496, 6.7432)  0.09
H (0.3951, -4.5199, 2.7211)  0.09
H (0.5562, -2.9097, 0.8428)  0.11
H (1.1695, 0.2454, 3.4104)  0.10
H (1.0770, -1.2123, 5.3650)  0.11


# 3
C36H31CrN3OS3Te | ωB97M-V with the def2-TZVPD basis set

Calculated values
HOMO-LUMO gap (alpha / beta), eV: 5.5 / 7.1
HOMO (alpha / beta), Ha: -0.118 / -0.191
Charge: -1
Energy above the lowest of the compared OMol25 structures with the same formula, charge and spin, kcal per mole: 66.4
2S+1: 6

Last column: Löwdin charge in e.
CARTESIAN COORDINATES (ANGSTROEM)
Cr (0.5927, -1.5302, 1.0768)  0.23
C (-4.6313, -0.7858, 0.0569)  -0.13
C (-3.4953, -0.1136, -0.4462)  -0.30
N (-2.2193, -0.2196, -0.1719)  -0.29
C (-2.3811, -2.6963, 1.1020)  -0.36
C (-3.7639, -2.9609, 1.0495)  -0.25
C (-4.7463, -2.0079, 0.7137)  -0.09
C (-4.1792, -4.3157, 1.2805)  -0.04
C (-3.2948, -5.3276, 1.4138)  -0.04
C (-1.8860, -5.0845, 1.3340)  -0.15
C (-0.9363, -6.0964, 1.4152)  -0.02
C (0.4100, -5.7961, 1.3364)  -0.05
C (0.7751, -4.4652, 1.1971)  -0.12
N (-0.1052, -3.4759, 1.1402)  -0.05
C (-1.4392, -3.7431, 1.1879)  -0.23
H (-5.5725, -0.3303, -0.2328)  0.08
H (-3.7022, 0.6348, -1.2150)  0.09
H (-5.7667, -2.3436, 0.8761)  0.09
H (-5.2441, -4.5179, 1.3114)  0.11
H (-3.6342, -6.3448, 1.5694)  0.11
H (-1.2692, -7.1206, 1.5413)  0.11
H (1.1715, -6.5603, 1.3879)  0.10
H (1.8158, -4.1741, 1.1286)  0.12
S (-1.0020, -3.3862, 5.2355)  0.51
C (-0.3454, -2.6252, 4.0055)  -1.30
S (0.8572, -1.5950, 3.5444)  0.50
S (-1.8329, -1.0347, 1.2659)  0.93
C (1.8722, 6.8297, 3.1299)  -0.06
C (1.9599, 5.4317, 2.5796)  -0.27
C (1.3705, 4.3614, 3.2334)  -0.02
C (1.4452, 3.0638, 2.7340)  -0.31
C (0.7754, 1.9553, 3.4923)  -0.09
C (2.1216, 2.8341, 1.5331)  -0.40
Te (2.1910, 0.8822, 0.6544)  1.52
N (1.4023, -1.7862, -0.4774)  -0.11
C (2.0056, -1.9856, -1.6380)  -0.62
O (3.2143, -2.2100, -1.7976)  -0.03
C (1.0892, -1.9448, -2.8511)  -0.16
C (-0.2681, -1.6581, -2.7469)  -0.03
C (-1.0581, -1.5992, -3.8855)  -0.08
C (-0.4997, -1.8288, -5.1362)  -0.11
C (0.8552, -2.1187, -5.2435)  -0.10
C (1.6452, -2.1754, -4.1042)  -0.04
C (1.2671, 1.4630, -1.1555)  -0.44
C (1.9305, 1.0916, -2.3206)  -0.16
C (1.3940, 1.3890, -3.5626)  -0.09
C (0.1903, 2.0711, -3.6341)  -0.08
C (-0.4619, 2.4476, -2.4711)  -0.05
C (0.0537, 2.1571, -1.2087)  -0.29
C (-0.6984, 2.6151, 0.0072)  -0.06
C (2.7591, 3.8949, 0.8710)  -0.30
C (3.5459, 3.7277, -0.4021)  -0.07
C (2.6570, 5.1748, 1.4074)  -0.02
H (1.2306, 6.8660, 4.0098)  0.07
H (1.4678, 7.5190, 2.3866)  0.08
H (2.8585, 7.2004, 3.4167)  0.08
H (0.8352, 4.5316, 4.1617)  0.11
H (0.4238, 2.3021, 4.4635)  0.08
H (1.4478, 1.1163, 3.6667)  0.02
H (-0.0818, 1.5572, 2.9437)  0.06
H (-0.7029, -1.4478, -1.7779)  0.08
H (-2.1113, -1.3631, -3.7909)  0.10
H (-1.1172, -1.7810, -6.0255)  0.09
H (1.2951, -2.3000, -6.2174)  0.09
H (2.7044, -2.3927, -4.1559)  0.11
H (2.8664, 0.5487, -2.2558)  0.10
H (1.9016, 1.0612, -4.4606)  0.11
H (-0.2501, 2.2997, -4.5969)  0.10
H (-1.4086, 2.9728, -2.5329)  0.11
H (-1.7329, 2.8364, -0.2515)  0.08
H (-0.2472, 3.5107, 0.4397)  0.08
H (-0.7068, 1.8434, 0.7773)  0.04
H (4.1455, 2.8165, -0.3881)  0.05
H (4.2132, 4.5783, -0.5420)  0.07
H (2.8895, 3.6634, -1.2713)  0.08
H (3.1456, 5.9945, 0.8893)  0.12


> Among the records above, which one has the lowest 2S+1?

C36H31Cl3N4O3PPdS2